(w)
Density functional theory data (ωB97M-V/def2-TZVPD) for an isolated molecule of C5H6N2S.

Geometry (Å):
N (-0.3860, 1.8153, 0.0198)
C (-1.0612, -0.8176, 0.0764)
C (0.7163, 1.6222, -0.4449)
H (2.6998, 1.9670, -0.2427)
H (-2.1527, 2.7542, -0.0045)
S (-2.4529, 0.0826, 0.1746)
C (-0.4502, -3.1895, -0.3332)
H (-0.1245, -3.9580, 0.3251)
N (-0.9441, -2.0473, -0.0177)
C (2.0002, 1.3111, 0.2332)
H (-0.1686, -3.3445, -1.3688)
H (2.2010, 0.2847, 0.1707)
C (-1.6743, 1.7579, 0.2113)
H (1.7973, 1.7617, 1.2008)

Computed properties:
**Spin multiplicity**: 1
**Net charge**: 0
**M**: 126.18 g mol⁻¹
**HOMO level**: -0.265 Ha
**Frontier orbital gap**: 7.839 eV


(x)
Density functional theory data (ωB97M-V/def2-TZVPD) for an isolated molecule of C5H6N2S.

Geometry (Å):
N (0.0791, 0.4844, -1.9932)
H (-0.0645, -0.5292, 2.5178)
H (1.9268, -0.0276, -2.9230)
S (-2.2309, -0.3009, 1.6564)
H (-1.4187, 0.8030, -0.7992)
C (2.2739, 0.0489, -0.8983)
N (1.3181, -0.0956, -2.0157)
C (0.1708, -0.0167, 0.3283)
C (-0.4820, 0.5056, -0.9042)
H (3.1590, -0.5896, -0.9683)
H (2.7750, 1.1164, -1.0564)
C (1.5251, -0.0459, 0.4068)
C (-0.5900, -0.2176, 1.6462)
H (2.1496, -0.3264, 1.3162)

Computed properties:
**Spin multiplicity**: 1
**SMILES**: S=CC1=CCNN=C1
**Net charge**: 0
**M**: 126.18 g mol⁻¹
**HOMO level**: -0.309 Ha
**Frontier orbital gap**: 7.634 eV


(y)
Density functional theory data (ωB97M-V/def2-TZVPD) for a structure of composition C5H6N2S.

Geometry (Å):
N (3.1125, 0.6084, 0.6193)
H (-1.5590, 0.3859, 2.2523)
C (2.1177, 0.1843, 0.2592)
H (1.1604, -2.3167, -0.5558)
H (-0.8503, 2.4641, 0.7342)
S (-0.4219, 1.0329, -1.1681)
H (1.0609, -1.3378, -2.0380)
C (-1.2898, 1.5436, 0.3450)
C (-1.0771, 0.3985, 1.2875)
H (-0.3926, -2.1066, -1.3810)
C (0.2607, -0.4023, -0.3013)
H (-2.3445, 1.7150, 0.1299)
C (0.5478, -1.6180, -1.1204)
N (-0.3247, -0.5512, 0.9373)

Computed properties:
**Spin multiplicity**: 1
**Net charge**: 0
**M**: 126.18 g mol⁻¹
**HOMO level**: -0.354 Ha
**Frontier orbital gap**: 9.324 eV


(z)
Density functional theory data (ωB97M-V/def2-TZVPD) for an isolated molecule of C5H6N2S.

Geometry (Å):
C (-1.5332, -0.5799, 1.1920)
H (-0.5999, 2.7059, 0.5797)
N (1.0919, -1.8213, -0.8075)
C (-1.1351, 1.8855, 1.1079)
C (-0.9011, -1.6164, 0.6054)
C (0.2680, 0.2718, -0.1193)
H (-2.6803, -0.6279, 1.4438)
H (1.1150, -1.4575, -1.8335)
S (1.1954, 1.1198, -1.1205)
N (0.2550, -1.0549, -0.0272)
H (-1.2098, -2.6573, 0.7824)
C (-0.9070, 0.6742, 0.7642)
H (-1.9359, 2.1816, 1.7913)
H (2.0072, -1.7410, -0.2946)

Computed properties:
**Spin multiplicity**: 1
**SMILES**: C=C1C=CN(N)C1=S
**Net charge**: 0
**M**: 126.18 g mol⁻¹
**HOMO level**: -0.303 Ha
**Frontier orbital gap**: 7.948 eV


If we sort the structures by their calculated energies, the order from most to least stable is (y), (z), (x), (w).


(w)
Density functional theory data (ωB97M-V/def2-TZVPD) for a cluster of 2 separate species, C3H10N2OP in total.

Geometry (Å):
P (0.6307, -1.0511, 0.5360)
H (3.1880, 1.3036, 0.1305)
H (-4.2586, -1.1650, -1.2790)
N (-2.3162, -0.5825, -0.7985)
H (1.5012, 1.7818, 0.4154)
H (-3.6482, -1.4319, 0.4423)
H (2.0981, 1.5823, -1.2438)
C (2.1570, 1.1957, -0.2230)
N (1.7701, -0.1875, -0.2131)
H (-0.7706, 0.8819, 0.9285)
H (3.3925, -0.7505, -1.1712)
C (-3.4457, -1.0719, -0.5588)
H (-0.8794, -0.2872, 2.2228)
H (-2.1862, -0.2641, -1.7602)
O (2.4414, -0.9630, -1.1572)
C (-0.1826, 0.2164, 1.5587)
H (0.5085, 0.7929, 2.1704)

Computed properties:
**Spin multiplicity**: 1
**Net charge**: +1
**M**: 121.10 g mol⁻¹
**HOMO level**: -0.506 Ha
**Frontier orbital gap**: 8.356 eV


(x)
Density functional theory data (ωB97M-V/def2-TZVPD) for a structure of composition C3H10N2OP.

Geometry (Å):
N (0.9649, 0.4192, 1.3433)
H (-1.9686, -0.2483, 1.7874)
H (-0.6479, -0.9990, -1.8490)
N (-1.2933, -0.4959, 1.0741)
O (-1.3066, -1.0950, -1.1166)
H (-0.2736, -0.0978, 1.4341)
H (2.9289, -1.2435, -0.1759)
H (-1.1064, -1.4589, 0.8014)
H (3.7683, -0.2745, 1.0159)
P (-1.1654, 1.6594, -0.9977)
H (-1.3778, 1.3491, -2.3878)
C (3.0177, -0.2836, 0.2405)
C (-1.7438, -0.0978, -0.3291)
H (3.4036, 0.5456, -0.4616)
H (-2.3587, 2.4768, -0.8459)
C (1.9008, 0.0914, 0.8203)
H (-2.7423, -0.2474, -0.3533)

Computed properties:
**Spin multiplicity**: 1
**Net charge**: +1
**M**: 121.10 g mol⁻¹
**HOMO level**: -0.494 Ha
**Frontier orbital gap**: 10.463 eV


(y)
Density functional theory data (ωB97M-V/def2-TZVPD) for a cluster of 2 separate species, C3H10N2OP in total.

Geometry (Å):
C (1.2332, 2.0501, 0.6210)
P (0.4412, 0.4041, 0.3375)
O (1.5373, -0.5586, 0.8288)
H (-1.7266, -0.5307, 0.4318)
H (1.6977, 2.1253, 1.5794)
H (-0.9987, -0.6733, 2.0539)
H (0.6019, 2.8161, 0.2381)
N (0.2573, 0.2346, -1.3375)
C (-1.1206, -0.0344, 1.1494)
H (2.1282, 1.7776, -0.0394)
H (1.5232, -1.4044, 0.4200)
H (-1.5050, 0.8147, 1.7227)
H (-2.0311, -3.1293, -2.2559)
N (-1.6357, -2.6116, -1.4396)
C (-1.0543, -1.9541, -0.6959)
H (1.2138, 0.1197, -1.7721)
H (-0.5618, 0.5542, -1.8423)

Computed properties:
**Spin multiplicity**: 1
**Net charge**: +1
**M**: 121.10 g mol⁻¹
**HOMO level**: -0.523 Ha
**Frontier orbital gap**: 11.410 eV


If we sort the structures by their calculated energies, the order from most to least stable is (y), (x), (w).


(w)
Density functional theory data (ωB97M-V/def2-TZVPD) for an isolated molecule of C6H9NS.

Geometry (Å):
C (0.5458, 1.6925, -0.2265)
H (1.1715, 2.5785, -0.5284)
H (-2.8929, -1.1131, -0.0227)
H (-1.3671, 2.5814, 0.1678)
C (2.2753, -0.1278, -0.6840)
H (-0.3758, -1.8662, -0.9787)
S (-2.5225, -0.0348, -0.6480)
H (-0.4638, -2.4562, 0.5321)
H (3.0434, 0.5345, -1.0924)
H (2.4751, -1.2210, -0.7293)
C (0.0894, -0.5844, 0.5455)
N (0.0890, -1.8881, -0.0731)
C (1.1396, 0.2976, -0.0918)
H (-1.6395, 0.3167, 1.5271)
C (-1.1809, 0.3604, 0.5280)
C (-0.7259, 1.7204, 0.1551)
H (0.3393, -0.7903, 1.6192)

Computed properties:
**Spin multiplicity**: 1
**SMILES**: C=C1C=C[C@@H](S)[C@H]1N
**Net charge**: 0
**M**: 127.21 g mol⁻¹
**HOMO level**: -0.318 Ha
**Frontier orbital gap**: 9.377 eV


(x)
Density functional theory data (ωB97M-V/def2-TZVPD) for an isolated molecule of C6H9NS.

Geometry (Å):
H (-2.9748, -1.2443, 0.4348)
C (2.0470, 1.5390, -0.6394)
H (-3.7197, 0.3238, 0.1617)
H (-0.6113, 0.9405, -1.1790)
C (-0.6418, 0.9393, -0.0976)
H (4.1025, -1.6589, 1.4604)
S (0.7389, 1.7252, 0.6705)
C (3.3025, -1.6363, 0.7462)
C (-1.6299, 0.3895, 0.5926)
C (3.0168, -0.5557, 0.0947)
C (-2.8208, -0.2673, -0.0201)
H (2.7355, -2.5377, 0.6030)
H (1.5484, 1.6467, -1.6058)
H (2.7165, 2.3909, -0.4854)
H (-1.6019, 0.4133, 1.6733)
H (-2.6958, -0.3895, -1.0933)
N (2.8139, 0.3693, -0.6592)

Computed properties:
**Spin multiplicity**: 1
**SMILES**: C=C=NCS/C=C/C
**Net charge**: 0
**M**: 127.21 g mol⁻¹
**HOMO level**: -0.302 Ha
**Frontier orbital gap**: 9.098 eV


If we sort the structures by their calculated energies, the order from most to least stable is (w), (x).


(w)
Density functional theory data (ωB97M-V/def2-TZVPD) for an isolated molecule of C6H9NS.

Geometry (Å):
C (0.2143, 0.6926, -1.3275)
H (-0.4177, -0.7645, 2.1398)
C (1.3489, -0.1135, -0.5923)
C (-0.2357, -1.0052, 1.0497)
H (-2.0453, 0.1829, 0.9479)
H (-0.0638, -2.0991, 0.8435)
H (-1.3057, 2.0134, -0.5817)
C (-1.3941, -0.2091, 0.2439)
C (-0.7764, 1.1158, -0.2342)
H (0.9633, 1.4713, -1.8217)
H (-1.7580, -0.7486, -0.6189)
H (1.6992, -0.3233, 1.4750)
C (0.9590, 0.0026, 0.8526)
H (-0.4638, -1.1090, -1.2197)
H (2.4813, -0.0506, -0.6731)
S (0.3461, 1.5885, 1.1568)
N (0.4484, -0.6444, -1.6403)

Computed properties:
**Spin multiplicity**: 1
**SMILES**: C1C[C@H]2S[C@@H]1[C@H]1N[C@H]12
**Net charge**: 0
**M**: 127.21 g mol⁻¹
**HOMO level**: -0.305 Ha
**Frontier orbital gap**: 9.131 eV


(x)
Density functional theory data (ωB97M-V/def2-TZVPD) for an isolated molecule of C6H9NS.

Geometry (Å):
H (-2.3110, -0.3057, 0.2173)
H (0.4118, 0.6937, 2.1548)
H (-1.8433, -2.0307, 0.1112)
N (0.0195, 0.0060, -3.1791)
C (-0.4834, 0.2936, 1.5411)
S (0.5726, -2.1111, 1.0613)
C (-1.5789, -0.9698, -0.2235)
H (-1.0964, 1.1844, 1.1229)
H (2.0966, 1.8282, -1.0440)
C (0.3051, 0.0443, -2.0618)
H (-1.6104, -0.9301, -1.3863)
H (1.5242, 1.5008, 0.5315)
H (-1.0790, -0.1642, 2.2562)
C (0.6930, 0.1516, -0.7320)
C (-0.2417, -0.5338, 0.2724)
C (1.8840, 0.9977, -0.3419)
H (2.7374, 0.3451, -0.3002)

Computed properties:
**Spin multiplicity**: 1
**Net charge**: 0
**M**: 127.21 g mol⁻¹
**HOMO level (alpha / beta)**: -0.303 / -0.299 Ha
**Frontier orbital gap (alpha / beta)**: 5.228 / 5.144 eV


If we sort the structures by their calculated energies, the order from most to least stable is (w), (x).


(w)
Density functional theory data (ωB97M-V/def2-TZVPD) for an isolated molecule of C6H9NS.

Geometry (Å):
H (-1.7487, 2.1250, -0.8839)
C (0.1955, 1.5726, -0.2342)
C (-1.7505, 0.0918, -0.0916)
N (0.2587, -1.2522, -0.6277)
H (2.1527, 1.1461, 0.7504)
H (0.6223, 2.5058, -0.6213)
C (-0.9120, -1.1561, 0.1850)
H (-1.6288, -2.0204, 0.0675)
C (1.5014, -0.6108, -0.1172)
H (2.2292, -0.4894, -0.8850)
H (2.0277, -1.1967, 0.6803)
C (-1.1095, 1.3222, -0.4741)
H (0.3668, -2.1300, -1.1156)
S (-3.3658, -0.0505, 0.0691)
C (1.1313, 0.7349, 0.5763)
H (-0.6326, -1.2049, 1.1778)
H (0.6624, 0.6127, 1.5443)

Computed properties:
**Spin multiplicity**: 1
**SMILES**: S=C1C=CCCNC1
**Net charge**: 0
**M**: 127.21 g mol⁻¹
**HOMO level**: -0.304 Ha
**Frontier orbital gap**: 7.842 eV


(x)
Density functional theory data (ωB97M-V/def2-TZVPD) for an isolated molecule of C6H9NS.

Geometry (Å):
H (-0.0002, 3.1701, -0.0082)
S (-0.2467, 1.5921, 2.2951)
H (0.6097, 2.2339, -1.0300)
H (-1.6411, -0.4381, -1.6965)
C (-0.0848, -0.0977, 2.7418)
H (1.2501, -0.1271, -1.5119)
H (-0.4049, -0.8419, -2.9921)
C (-0.6440, -0.9778, -1.8917)
H (-0.1431, -0.4168, 3.7704)
H (0.3235, -1.8991, 1.9600)
H (-1.0080, -2.0259, -1.8874)
C (0.2008, -0.2688, 0.4147)
C (0.5144, -0.7970, -0.9980)
C (0.2058, -0.8904, 1.6708)
N (-0.0274, 2.2621, -0.3737)
C (0.0964, 1.3255, 0.6372)
H (0.9994, -1.8030, -1.1004)

Computed properties:
**Spin multiplicity**: 1
**SMILES**: CCc1ccsc1N
**Net charge**: 0
**M**: 127.21 g mol⁻¹
**HOMO level**: -0.267 Ha
**Frontier orbital gap**: 8.031 eV


If we sort the structures by their calculated energies, the order from most to least stable is (w), (x).